11
Properties=species:S:1:pos:R:3 method="wB97M-V/def2-TZVPD" molar_mass_g_mol=83.09 de_lowest_kj_mol=111.1 e_lumo_ha=0.0220 gap_ev=10.39 total_energy_ha=-281.5478 max_force_ev_per_a=1.1
C 1.7030 -0.4636 0.1642
N 0.3178 -0.7990 -0.0350
C -0.6949 -0.0439 -0.1017
N -0.8940 1.3150 0.0513
C -1.8872 -0.7864 -0.5241
N -2.7418 -1.4652 -0.9066
H 2.2622 -1.3814 -0.0400
H 2.0597 0.3071 -0.5316
H 1.9475 -0.1591 1.1903
H -0.2214 1.8504 0.5788
H -1.8510 1.6261 0.1545